{"formula": "C26H31BInN12O2", "method": "ωB97M-V/def2-TZVPD", "total_charge": 1, "mol_weight_g_mol": 669.2, "max_force_ev_per_a": 0.2, "gap_ev": 8.4, "e_tot_ha": -2031.875352, "e_homo_ev": -11.49, "de_lowest_kj_mol": 0.0, "symbols": ["In", "C", "C", "C", "C", "C", "N", "N", "B", "N", "N", "C", "C", "C", "C", "C", "N", "N", "C", "C", "C", "C", "C", "H", "H", "H", "H", "H", "H", "H", "H", "H", "H", "H", "H", "H", "H", "H", "H", "H", "H", "H", "H", "H", "H", "O", "C", "O", "C", "C", "C", "C", "C", "C", "C", "C", "C", "N", "H", "H", "H", "H", "H", "H", "N", "N", "N", "C", "N", "N", "H", "H", "H"], "xyz": [[0.072179, -0.138053, -0.116028], [2.896403, -1.582149, -2.320158], [2.990316, -1.605965, -0.831829], [4.013050, -2.126388, -0.036423], [3.725647, -1.731891, 1.257768], [4.514468, -1.962326, 2.502215], [2.571848, -1.036041, 1.239276], [2.111014, -0.977999, -0.050524], [2.096092, 0.026373, 2.292810], [2.116443, 1.398206, 1.599297], [1.339692, 1.653501, 0.501404], [1.572903, 2.908360, 0.128405], [0.915559, 3.534405, -1.054499], [2.509619, 3.481583, 0.996898], [2.828626, 2.500357, 1.911302], [3.767146, 2.558779, 3.068657], [0.664336, -0.265755, 2.812782], [-0.408970, -0.059421, 2.000585], [-1.514016, -0.121098, 2.737913], [-2.869572, 0.053732, 2.141855], [-1.151133, -0.366200, 4.065312], [0.231636, -0.440289, 4.075609], [1.154749, -0.648183, 5.227661], [2.999713, -2.577863, -2.747935], [3.701761, -0.962029, -2.715963], [1.951312, -1.159002, -2.656575], [4.877823, -2.677160, -0.366198], [5.320671, -2.663651, 2.299729], [3.892421, -2.370107, 3.299053], [4.951803, -1.032772, 2.866969], [2.850543, 0.005261, 3.211594], [0.057874, 2.954760, -1.384407], [1.624362, 3.631098, -1.878384], [0.566849, 4.535625, -0.804263], [2.899241, 4.484818, 0.962580], [4.238167, 3.538297, 3.105584], [4.551445, 1.805929, 2.985413], [3.245234, 2.396449, 4.012310], [-2.814419, 0.615210, 1.210087], [-3.513806, 0.596916, 2.831080], [-3.333486, -0.911632, 1.932608], [-1.806622, -0.443493, 4.916346], [0.577329, -0.840733, 6.128884], [1.774394, 0.232067, 5.400052], [1.819755, -1.495096, 5.057796], [-2.785118, 1.770305, -2.379866], [-1.998396, 1.004899, -1.878495], [-1.356666, 1.195626, -0.767221], [-1.738004, -0.335466, -2.556984], [-2.508820, -0.647563, -3.688571], [-2.343274, -1.863652, -4.274524], [-1.408706, -2.775079, -3.737189], [-1.220152, -4.060842, -4.298519], [-0.316869, -4.927247, -3.759702], [0.444893, -4.533222, -2.639842], [0.288470, -3.296450, -2.082664], [-0.650643, -2.384411, -2.610761], [-0.831755, -1.142973, -2.036610], [-3.211787, 0.092854, -4.038502], [-2.922811, -2.149290, -5.143874], [-1.810957, -4.339562, -5.161951], [-0.178222, -5.911159, -4.186438], [1.166706, -5.221264, -2.218005], [0.882827, -3.004446, -1.234874], [-2.789081, -4.555683, 2.144680], [-1.649340, -3.864588, 1.768152], [-0.448926, -4.260429, 2.113621], [0.305414, -3.389501, 1.454659], [-0.434216, -2.531423, 0.746699], [-1.696556, -2.848244, 0.966949], [-2.566946, -5.040643, 3.007253], [-3.525405, -3.875718, 2.300605], [1.382148, -3.391902, 1.478279]], "atomic_forces_ev_per_a": [[0.13, -0.09, -0.05], [-0.01, 0.00, -0.01], [-0.01, 0.07, -0.04], [0.03, 0.00, 0.00], [0.01, 0.03, 0.02], [0.00, 0.00, 0.00], [-0.03, -0.02, -0.05], [-0.02, -0.08, 0.12], [0.01, -0.02, 0.02], [-0.02, 0.05, -0.02], [0.04, -0.06, -0.02], [-0.03, 0.01, -0.01], [0.00, 0.02, -0.01], [0.00, 0.01, 0.00], [-0.01, -0.04, 0.01], [0.01, 0.01, 0.01], [-0.02, 0.11, -0.01], [0.05, -0.01, 0.05], [-0.01, -0.01, 0.00], [-0.01, 0.02, 0.02], [0.01, -0.01, 0.01], [0.02, -0.05, -0.02], [0.00, 0.01, 0.01], [0.00, -0.01, 0.00], [0.00, -0.01, 0.00], [-0.01, 0.01, 0.00], [-0.01, 0.00, 0.00], [0.00, 0.00, 0.00], [0.00, 0.01, 0.00], [0.00, -0.01, 0.00], [0.00, 0.00, 0.01], [0.00, 0.00, 0.01], [0.00, -0.01, 0.00], [0.01, 0.00, 0.00], [-0.01, -0.01, 0.00], [0.00, 0.00, 0.00], [0.00, 0.00, 0.00], [0.00, 0.00, 0.00], [0.01, 0.01, -0.01], [-0.01, 0.00, 0.00], [0.01, 0.02, 0.00], [0.00, 0.00, -0.01], [0.00, 0.00, 0.00], [0.00, 0.00, 0.00], [0.00, 0.00, 0.00], [0.05, 0.00, -0.02], [-0.08, -0.04, 0.09], [-0.04, 0.04, -0.02], [0.03, 0.02, -0.03], [0.00, 0.00, 0.01], [0.00, 0.00, 0.00], [-0.01, -0.01, -0.02], [0.00, 0.00, 0.00], [0.01, -0.01, 0.01], [0.00, 0.00, -0.01], [-0.01, 0.02, -0.02], [0.01, 0.01, 0.05], [-0.03, -0.01, -0.03], [0.00, 0.00, 0.00], [0.00, 0.00, 0.00], [0.00, 0.00, 0.00], [0.00, 0.00, 0.00], [0.00, 0.01, 0.00], [0.02, 0.00, 0.03], [0.07, 0.08, 0.01], [-0.05, -0.04, 0.05], [-0.02, 0.02, -0.02], [0.04, -0.06, -0.07], [-0.13, 0.14, 0.12], [0.06, -0.11, -0.15], [0.00, -0.02, 0.00], [-0.02, -0.01, -0.01], [-0.01, 0.02, 0.02]]}



{"formula": "C26H31BaN2O4P", "method": "ωB97M-V/def2-TZVPD", "mol_weight_g_mol": 603.8, "max_force_ev_per_a": 0.5, "gap_ev": 6.8, "e_tot_ha": -1786.764921, "e_homo_ev": -7.29, "de_lowest_kj_mol": 0.0, "symbols": ["Ba", "C", "C", "N", "C", "C", "N", "C", "O", "O", "C", "O", "O", "H", "H", "H", "H", "H", "C", "C", "P", "C", "C", "C", "C", "H", "H", "H", "H", "H", "H", "H", "H", "H", "H", "H", "H", "H", "H", "H", "C", "C", "C", "C", "C", "C", "C", "C", "C", "C", "C", "C", "C", "C", "H", "H", "H", "H", "H", "H", "H", "H", "H", "H", "H"], "xyz": [[-0.152912, -0.405049, 0.446875], [-3.895072, -2.002730, -1.445399], [-2.566560, -2.295369, -2.050794], [-1.424949, -1.749285, -1.689873], [-0.450235, -2.275178, -2.520845], [-1.032174, -3.168468, -3.376170], [-2.367429, -3.159681, -3.066776], [-0.575505, -4.070219, -4.469306], [0.707700, -4.091097, -4.722926], [-1.401159, -4.729220, -5.062577], [0.988739, -1.868565, -2.381126], [1.814644, -2.480643, -3.080931], [1.241082, -0.946114, -1.557710], [-3.764688, -1.306482, -0.618453], [-4.369025, -2.910661, -1.071208], [-4.563573, -1.544098, -2.174906], [-3.041766, -3.722876, -3.563256], [1.210895, -3.471398, -4.086102], [3.128089, 3.468244, 3.813570], [1.956492, 2.595433, 3.373414], [2.188870, 1.565588, 1.868891], [3.754845, 0.649064, 2.215145], [3.816691, -0.691766, 1.486866], [2.716525, 2.795846, 0.612307], [3.091624, 2.164386, -0.724395], [2.890719, 3.979217, 4.747510], [3.362251, 4.235907, 3.076632], [4.030645, 2.879309, 3.984120], [1.066240, 3.206077, 3.200485], [1.683949, 1.901636, 4.173926], [3.803237, 0.486697, 3.295441], [4.611280, 1.276201, 1.954260], [3.031975, -1.364117, 1.846756], [4.769253, -1.194212, 1.657655], [3.683946, -0.589351, 0.407767], [3.560592, 3.368908, 1.003266], [1.881044, 3.491465, 0.490462], [3.962543, 1.513662, -0.629207], [3.340565, 2.934397, -1.454708], [2.287888, 1.558644, -1.148066], [-5.548620, 0.794785, 5.134486], [-5.750914, 1.342567, 3.874238], [-4.757210, 1.281378, 2.909891], [-3.531155, 0.668604, 3.187291], [-3.351731, 0.108569, 4.452060], [-4.342269, 0.173461, 5.419083], [-2.437409, 0.566464, 2.188943], [-2.132589, 1.275443, 1.092865], [-2.904863, 2.456795, 0.703333], [-2.868663, 3.635701, 1.456869], [-3.582102, 4.756777, 1.066349], [-4.357721, 4.734881, -0.085838], [-4.394368, 3.577503, -0.851673], [-3.664656, 2.460970, -0.471738], [-6.327184, 0.846653, 5.884540], [-6.693290, 1.819903, 3.636452], [-4.939608, 1.707569, 1.933866], [-2.410479, -0.382592, 4.678396], [-4.174966, -0.263318, 6.395770], [-1.773748, -0.272235, 2.494443], [-2.282679, 3.654543, 2.368996], [-3.540334, 5.654304, 1.671710], [-4.917853, 5.610188, -0.387579], [-4.985942, 3.546634, -1.758639], [-3.684074, 1.569375, -1.089235]], "atomic_forces_ev_per_a": [[-0.21, 0.07, 0.08], [0.04, 0.00, 0.02], [-0.10, -0.05, -0.01], [0.21, 0.09, 0.04], [-0.19, 0.08, 0.29], [0.03, -0.06, -0.09], [0.02, 0.07, 0.03], [0.02, 0.03, -0.06], [0.00, 0.00, 0.05], [-0.01, -0.01, 0.03], [0.06, -0.31, -0.44], [0.03, 0.14, 0.08], [0.05, -0.01, 0.07], [-0.01, 0.00, 0.00], [-0.01, 0.00, -0.01], [0.00, -0.01, -0.01], [0.01, 0.00, -0.02], [0.00, 0.00, -0.04], [0.03, 0.02, 0.01], [-0.02, 0.00, 0.08], [0.07, -0.04, 0.00], [0.00, 0.07, 0.05], [-0.03, -0.08, -0.06], [-0.01, 0.07, 0.05], [0.03, -0.05, -0.08], [-0.01, -0.01, 0.00], [0.00, -0.01, -0.01], [-0.01, -0.01, -0.02], [-0.01, -0.02, -0.03], [-0.01, -0.01, -0.01], [0.01, -0.01, 0.00], [0.01, -0.01, -0.01], [0.01, 0.01, 0.01], [0.00, 0.01, 0.00], [0.01, 0.03, 0.02], [-0.01, 0.02, -0.01], [0.01, 0.00, -0.03], [0.00, 0.02, 0.01], [0.00, 0.00, 0.00], [-0.01, 0.00, 0.02], [-0.02, 0.02, -0.02], [0.01, -0.02, 0.02], [0.00, -0.02, 0.03], [-0.13, 0.11, -0.06], [0.05, 0.00, -0.03], [-0.01, -0.01, 0.04], [0.05, -0.10, 0.06], [-0.01, -0.04, 0.08], [-0.01, 0.00, -0.11], [0.03, -0.02, 0.02], [-0.01, 0.02, 0.00], [-0.01, 0.01, 0.00], [0.01, -0.01, 0.02], [-0.01, 0.02, -0.01], [0.00, 0.00, 0.00], [0.00, 0.00, 0.00], [0.02, 0.00, -0.01], [-0.01, 0.00, 0.02], [0.01, 0.00, -0.01], [0.00, 0.01, -0.05], [-0.01, 0.01, 0.00], [0.00, 0.00, 0.00], [0.00, 0.00, 0.00], [0.00, 0.00, 0.00], [0.01, 0.00, 0.01]]}



{"formula": "C26H31Br2N3O2PPdS2", "method": "ωB97M-V/def2-TZVPD", "total_charge": 1, "mol_weight_g_mol": 778.9, "max_force_ev_per_a": 0.9, "gap_ev": 8.1, "e_tot_ha": -7737.636623, "e_homo_ev": -10.90, "de_lowest_kj_mol": 63.5, "symbols": ["Pd", "C", "C", "N", "C", "C", "S", "C", "C", "S", "C", "N", "C", "H", "H", "H", "H", "H", "H", "H", "H", "Br", "C", "C", "C", "N", "C", "C", "H", "H", "H", "H", "C", "C", "P", "C", "C", "C", "C", "H", "H", "H", "H", "H", "H", "H", "H", "H", "H", "H", "H", "H", "H", "H", "Br", "C", "C", "C", "C", "C", "C", "C", "O", "O", "H", "H", "H", "H"], "xyz": [[-0.721658, 0.063092, 0.449215], [1.561428, 1.742813, -3.440827], [2.177800, 0.945430, -2.344481], [1.522438, 0.069063, -1.633744], [2.348825, -0.521475, -0.707878], [3.635150, -0.073771, -0.701926], [3.839726, 1.125942, -1.901890], [1.838355, -1.631675, 0.112956], [2.411387, -2.856604, 0.218695], [1.524853, -3.822506, 1.310280], [0.404581, -2.554843, 1.561058], [0.691285, -1.471022, 0.869260], [-0.723079, -2.701704, 2.519384], [0.934351, 1.093657, -4.037076], [2.318190, 2.197782, -4.078759], [0.930722, 2.542741, -3.039849], [4.439819, -0.386857, -0.061029], [3.284042, -3.218508, -0.293044], [-0.367556, -3.119434, 3.460442], [-1.493566, -3.355459, 2.111318], [-1.177722, -1.730209, 2.700082], [3.209830, 5.041341, 2.618239], [2.166121, 3.621490, 1.983497], [2.075911, 3.368831, 0.622622], [1.285649, 2.319393, 0.207087], [0.608974, 1.536966, 1.048314], [0.710175, 1.773256, 2.358201], [1.474866, 2.802748, 2.873508], [2.605742, 3.973492, -0.098631], [1.178247, 2.075244, -0.848166], [0.166245, 1.104619, 3.009862], [1.531787, 2.956593, 3.940206], [-4.303629, 2.718258, 1.949728], [-3.319269, 1.568692, 1.732744], [-2.358852, 1.600956, 0.173665], [-1.803169, 3.328043, -0.038230], [-1.010746, 3.596987, -1.320095], [-3.611358, 1.313300, -1.124676], [-3.126492, 1.232553, -2.573816], [-4.919639, 2.519347, 2.825222], [-4.976388, 2.843198, 1.102522], [-3.790301, 3.663898, 2.118847], [-3.835566, 0.604410, 1.723321], [-2.602793, 1.520195, 2.552310], [-1.210513, 3.571694, 0.839486], [-2.688856, 3.965808, 0.005432], [-0.441580, 2.722331, -1.646436], [-0.315006, 4.421638, -1.173973], [-1.673981, 3.872315, -2.133415], [-4.344065, 2.119997, -1.017942], [-4.116439, 0.391720, -0.833006], [-2.896390, 2.213782, -2.973246], [-3.916530, 0.807915, -3.190975], [-2.248252, 0.596281, -2.672807], [-6.804371, -5.460322, -2.656074], [-5.419597, -4.308703, -2.089788], [-4.386285, -4.005972, -2.965882], [-3.375265, -3.160575, -2.546738], [-3.397714, -2.622608, -1.263647], [-4.441043, -2.938862, -0.397731], [-5.457402, -3.783351, -0.806990], [-2.304877, -1.699773, -0.850478], [-1.373840, -1.383398, -1.603782], [-2.386272, -1.208566, 0.337630], [-4.377312, -4.428509, -3.959528], [-2.557291, -2.907902, -3.205917], [-4.450515, -2.519831, 0.598294], [-6.270819, -4.034774, -0.142055]], "atomic_forces_ev_per_a": [[-0.54, 0.59, 0.38], [0.10, 0.26, 0.00], [0.09, -0.49, -0.03], [0.40, 0.10, -0.36], [0.07, -0.16, -0.26], [-0.11, 0.03, 0.06], [-0.18, -0.14, -0.03], [0.04, 0.07, 0.03], [-0.09, 0.27, 0.10], [-0.08, 0.01, 0.03], [0.35, 0.18, -0.12], [-0.20, -0.60, 0.06], [-0.14, 0.10, -0.05], [-0.16, -0.12, -0.15], [-0.03, -0.01, 0.01], [0.13, -0.06, -0.11], [0.07, -0.04, 0.04], [0.07, -0.02, -0.04], [-0.03, -0.02, 0.00], [-0.01, -0.01, 0.01], [-0.02, 0.01, 0.01], [-0.01, -0.02, 0.00], [-0.11, -0.17, 0.06], [0.06, 0.10, 0.25], [-0.03, -0.02, -0.40], [-0.06, -0.12, -0.20], [0.17, 0.09, 0.25], [0.07, 0.04, -0.17], [0.01, 0.00, -0.02], [0.08, 0.30, 0.78], [-0.03, 0.01, 0.05], [0.00, 0.02, 0.02], [0.03, -0.04, -0.03], [-0.09, 0.05, -0.13], [-0.09, -0.02, 0.06], [-0.12, -0.07, 0.01], [-0.08, -0.09, -0.11], [0.04, 0.03, 0.06], [0.06, -0.11, 0.08], [0.00, 0.00, 0.02], [-0.04, 0.01, -0.03], [0.02, 0.02, -0.01], [0.06, 0.01, -0.03], [0.09, 0.02, 0.06], [0.12, 0.03, 0.20], [0.01, 0.00, 0.00], [-0.30, 0.15, 0.05], [0.03, 0.02, 0.00], [-0.06, 0.01, -0.10], [0.01, -0.04, 0.04], [0.01, -0.06, 0.00], [0.04, 0.14, -0.05], [-0.02, -0.01, -0.02], [0.01, -0.05, 0.03], [-0.01, -0.01, 0.00], [0.02, 0.00, -0.03], [-0.08, -0.03, 0.04], [-0.01, 0.02, 0.07], [-0.01, -0.06, -0.08], [0.09, 0.05, -0.04], [-0.03, -0.05, -0.04], [0.63, 0.13, -0.69], [-0.61, -0.51, -0.04], [0.38, 0.26, 0.50], [-0.01, -0.02, -0.03], [0.04, 0.02, -0.01], [0.00, 0.02, 0.03], [-0.02, -0.01, 0.01]]}



Question: Number 2 is which compound?
Answer: C26H31BaN2O4P